Record 1
C26H19N4O6PtS | wB97M-V/def2-TZVPD

max |F|	0.7	eV Å⁻¹
E	-2189.8285	hartree
net charge	+1
E_HOMO (alpha / beta)	-11.34 / -12.04	eV
E_LUMO (alpha / beta)	-3.24 / -6.41	eV
gap between HOMO and LUMO (alpha / beta)	8.11 / 5.63	eV
multiplicity	5

XYZ file:
```
57
C26H19N4O6PtS | the OMol25 dataset | wB97M-V/def2-TZVPD
Pt 0.533 -0.067 -1.601
O 0.989 -3.899 0.009
C 0.562 -2.986 -0.651
N 1.351 -1.964 -1.178
C 2.677 -2.103 -1.436
C 3.381 -3.321 -1.411
C 4.702 -3.349 -1.772
C 5.370 -2.172 -2.167
C 4.723 -0.964 -2.190
C 3.370 -0.892 -1.820
N 2.611 0.246 -1.808
C 3.188 1.513 -1.752
O 4.363 1.714 -1.560
C 2.238 2.660 -1.907
C 2.758 3.942 -1.967
C 1.885 5.003 -2.152
C 0.532 4.739 -2.276
C 0.092 3.427 -2.193
N 0.932 2.413 -2.006
C -0.892 -2.874 -0.996
C -1.743 -3.899 -0.631
C -3.074 -3.825 -1.020
C -3.491 -2.735 -1.760
C -2.575 -1.738 -2.070
N -1.305 -1.810 -1.693
H 2.872 -4.223 -1.116
H 5.238 -4.288 -1.768
H 6.409 -2.225 -2.464
H 5.245 -0.072 -2.491
H 3.826 4.076 -1.875
H 2.257 6.017 -2.205
H -0.187 5.530 -2.432
H -0.959 3.190 -2.282
H -1.348 -4.730 -0.065
H -3.768 -4.609 -0.752
H -4.515 -2.632 -2.091
H -2.877 -0.862 -2.625
O -2.110 1.252 -2.060
C -1.309 0.872 -1.271
C -1.760 0.506 6.514
C -2.051 0.684 5.053
C -2.415 -0.402 4.256
C -2.711 -0.233 2.916
C -2.634 1.039 2.368
C -2.278 2.138 3.135
C -1.987 1.952 4.474
S -3.008 1.276 0.676
O -3.844 0.230 0.182
O -3.278 2.644 0.394
O -1.466 0.941 0.092
H -1.610 -0.542 6.766
H -2.594 0.881 7.110
H -0.872 1.065 6.808
H -2.476 -1.389 4.695
H -3.014 -1.070 2.301
H -2.243 3.121 2.685
H -1.713 2.804 5.083
```


Record 2
C26H20BN5S4Zr | wB97M-V/def2-TZVPD

max |F|	0.5	eV Å⁻¹
E	-2941.2492	hartree
E_HOMO	-8.19	eV
E_LUMO	-0.88	eV
gap between HOMO and LUMO	7.31	eV
multiplicity	1

XYZ file:
```
57
C26H20BN5S4Zr | the OMol25 dataset | wB97M-V/def2-TZVPD
Zr -0.833 -0.693 -0.985
S -1.387 -2.301 1.007
C 0.142 -3.081 0.628
S 0.966 -2.520 -0.803
C 0.677 -4.035 1.453
C 1.928 -4.645 1.162
N 2.941 -5.136 0.924
C 0.034 -4.385 2.672
N -0.485 -4.643 3.666
S -0.466 -0.004 -5.616
C 0.446 1.271 -4.928
C 0.536 1.160 -3.570
C -0.162 0.040 -3.026
C -0.751 -0.667 -4.054
C -1.540 -1.876 -3.838
C -2.053 -2.668 -4.863
C -2.764 -3.806 -4.538
C -2.954 -4.137 -3.203
C -2.423 -3.305 -2.236
N -1.735 -2.202 -2.544
H 0.871 2.034 -5.559
H 1.062 1.886 -2.964
H -1.886 -2.397 -5.896
H -3.166 -4.435 -5.320
H -3.500 -5.021 -2.907
H -2.533 -3.502 -1.176
B -2.269 2.632 -1.084
C -2.820 1.161 -0.965
N -2.979 0.009 -0.850
H -2.669 3.123 -2.102
H -2.529 3.213 -0.067
H -1.066 2.398 -1.175
N 0.564 0.486 0.255
S 0.050 1.485 1.418
C 0.505 0.697 2.937
C 1.833 0.646 3.355
C 2.162 -0.144 4.440
C 1.174 -0.879 5.088
C -0.143 -0.816 4.668
C -0.488 -0.021 3.584
C 1.090 2.923 1.378
C 1.951 3.126 0.316
C 2.704 4.293 0.283
C 2.583 5.230 1.294
C 1.704 5.013 2.350
C 0.947 3.857 2.396
H 1.480 0.096 0.463
H 2.593 1.218 2.837
H 3.188 -0.201 4.776
H 1.441 -1.514 5.922
H -0.901 -1.404 5.165
H -1.509 0.014 3.230
H 2.019 2.391 -0.474
H 3.383 4.465 -0.540
H 3.170 6.138 1.264
H 1.605 5.749 3.136
H 0.261 3.684 3.216
```


Record 3
C26H20Br2F5N3O2SW | wB97M-V/def2-TZVPD

max |F|	1.2	eV Å⁻¹
E	-7429.6576	hartree
net charge	+2
E_HOMO (alpha / beta)	-13.37 / -13.65	eV
E_LUMO (alpha / beta)	-7.15 / -7.15	eV
gap between HOMO and LUMO (alpha / beta)	6.22 / 6.49	eV
multiplicity	3

XYZ file:
```
60
C26H20Br2F5N3O2SW | the OMol25 dataset | wB97M-V/def2-TZVPD
W -0.229 0.134 -0.248
F -2.194 -6.637 -1.068
C -1.422 -5.574 -0.937
C -1.942 -4.307 -1.155
F -3.215 -4.134 -1.495
C -1.096 -3.233 -1.002
F -1.581 -1.967 -1.209
C 0.225 -3.324 -0.640
S 1.213 -1.877 -0.480
C 0.722 -4.603 -0.426
F 1.989 -4.771 -0.070
C -0.089 -5.718 -0.573
F 0.399 -6.926 -0.361
O -0.060 -0.397 1.897
C -1.026 -1.305 2.509
C -2.040 -0.457 3.238
C -2.481 0.730 2.375
C -3.146 0.328 1.090
C -4.516 0.110 1.085
C -5.186 -0.153 -0.094
C -4.463 -0.166 -1.278
C -3.108 0.031 -1.215
N -2.429 0.235 -0.060
H 0.848 -0.675 2.091
H -0.494 -1.985 3.171
H -1.476 -1.897 1.708
H -1.616 -0.072 4.165
H -2.894 -1.084 3.505
H -1.622 1.370 2.165
H -3.186 1.339 2.940
H -5.053 0.179 2.022
H -6.255 -0.318 -0.095
H -4.936 -0.329 -2.235
H -2.521 0.017 -2.121
C -2.510 3.184 -0.510
C -1.091 3.461 -0.121
C -0.756 4.817 0.067
C 0.523 5.210 0.326
C 1.533 4.236 0.380
C 2.920 4.502 0.561
Br 3.511 6.270 0.779
C 3.834 3.488 0.566
C 3.413 2.152 0.405
Br 4.656 0.757 0.428
C 2.085 1.879 0.246
O 1.577 0.641 0.136
C 1.130 2.901 0.220
N -0.172 2.494 0.001
H -2.998 4.118 -0.774
H -3.075 2.745 0.310
H -2.566 2.525 -1.372
H -1.544 5.551 -0.019
H 0.768 6.255 0.459
H 4.886 3.698 0.695
C 0.474 0.699 -4.785
C 0.136 0.603 -3.379
N -0.129 0.533 -2.263
H 0.664 -0.301 -5.176
H 1.373 1.307 -4.892
H -0.349 1.161 -5.330
```


Record 4
C26H20F2N5O2S3Ti | wB97M-V/def2-TZVPD

max |F|	0.8	eV Å⁻¹
E	-3670.7052	hartree
net charge	+1
E_HOMO	-10.68	eV
E_LUMO	-4.27	eV
gap between HOMO and LUMO	6.41	eV
multiplicity	1

XYZ file:
```
59
C26H20F2N5O2S3Ti | the OMol25 dataset | wB97M-V/def2-TZVPD
Ti -0.022 -0.243 0.891
N -1.099 -1.060 -0.911
C -0.087 -1.625 -1.833
C 1.315 -1.584 -1.220
O 2.234 -2.224 -1.613
O 1.392 -0.664 -0.229
H -1.700 -1.792 -0.525
H -1.706 -0.411 -1.400
H -0.042 -1.019 -2.739
H -0.324 -2.645 -2.126
F 4.268 2.926 2.048
C 3.188 2.269 2.476
C 2.348 1.681 1.547
C 1.222 1.011 1.991
C 0.951 0.901 3.369
C 1.838 1.509 4.255
F 1.610 1.460 5.577
C 2.956 2.197 3.836
C -0.323 0.276 3.772
C -0.678 -0.113 5.058
C -1.951 -0.605 5.286
C -2.865 -0.684 4.243
C -2.431 -0.336 2.984
N -1.184 0.099 2.744
H 2.613 1.737 0.499
H 3.621 2.663 4.549
H 0.028 -0.023 5.866
H -2.239 -0.909 6.284
H -3.879 -1.025 4.399
H -3.092 -0.402 2.130
S -4.853 -4.621 3.559
C -3.591 -3.970 2.753
S -1.950 -3.861 3.369
C -1.449 -3.057 1.918
N -2.381 -2.931 1.037
N -3.574 -3.417 1.502
C -4.696 -3.344 0.613
C -4.598 -3.950 -0.629
C -5.666 -3.858 -1.510
C -6.816 -3.176 -1.139
C -6.902 -2.582 0.113
C -5.837 -2.660 0.997
S 0.182 -2.489 1.686
H -3.706 -4.506 -0.890
H -5.605 -4.337 -2.478
H -7.652 -3.117 -1.822
H -7.804 -2.061 0.406
H -5.899 -2.222 1.984
C -1.382 3.993 -1.330
C -0.255 3.308 -1.757
C 0.088 2.126 -1.131
N -0.633 1.620 -0.122
C -1.719 2.285 0.295
C -2.128 3.471 -0.285
H -1.672 4.922 -1.801
H 0.360 3.682 -2.564
H 0.963 1.561 -1.426
H -2.262 1.858 1.129
H -3.010 3.973 0.085
```


- Among the records above, which one has the lowest max |F|?
  C26H20BN5S4Zr


- Which of these has the highest multiplicity?
  C26H19N4O6PtS


- What is the E in the third record?
  -7429.6576 hartree


- Which of these has the highest multiplicity?
  C26H19N4O6PtS